Entry 1:
This record from the Open Molecules 2025 dataset describes a cluster of 5 separate species, C17H33N6O8S2 in total in a non-equilibrium geometry. The level of theory is the ωB97M-V functional and the def2-TZVPD basis.

## Properties
Charge ... -1
Energy ... -2394.25572 a.u.
Max |F| ... 6.183 eV Å⁻¹
HOMO-LUMO gap ... 7.27 eV

CARTESIAN COORDINATES (ANGSTROEM)
O (-0.26412, 3.38315, 3.61061)
S (-1.21130, 2.21410, 3.63711)
O (-2.61554, 2.80579, 3.77163)
N (-1.02693, 1.15198, 4.96318)
S (0.60451, 0.74973, 5.26136)
O (1.51679, 1.94272, 5.49980)
O (0.61463, -0.03695, 6.57268)
C (1.34153, -0.32804, 3.90400)
C (1.84770, -1.68881, 4.39292)
C (2.51708, -2.59882, 3.29968)
C (2.52011, -1.87511, 1.89214)
C (1.91942, -0.49848, 1.59608)
N (1.32827, 0.26581, 2.62889)
H (-1.24097, 1.53931, 2.39783)
H (1.77525, -2.02832, 5.48788)
H (2.95222, -3.62456, 3.50358)
H (3.01626, -2.43057, 1.01886)
H (1.98357, -0.08663, 0.53881)
C (5.08885, -3.38179, -1.13080)
O (3.95090, -3.50725, -0.71882)
N (5.69383, -2.19497, -1.41680)
C (7.05538, -2.12439, -1.90488)
C (4.95028, -0.96345, -1.22622)
H (5.73899, -4.25365, -1.30928)
H (7.65498, -1.53776, -1.20413)
H (7.05812, -1.63819, -2.88400)
H (7.48905, -3.12103, -1.99935)
H (4.64671, -0.88614, -0.17929)
H (4.05302, -0.98634, -1.84966)
H (5.56173, -0.10147, -1.49510)
C (-0.00860, -6.42807, 2.71693)
O (1.07299, -6.31893, 3.26432)
N (-0.36326, -5.82500, 1.54755)
C (-1.67287, -6.00445, 0.95698)
C (0.60151, -4.97660, 0.87380)
H (-0.81293, -7.04876, 3.14476)
H (-1.55792, -6.44222, -0.03834)
H (-2.16233, -5.03073, 0.87342)
H (-2.29065, -6.66387, 1.56856)
H (1.49086, -5.56558, 0.63595)
H (0.89587, -4.16097, 1.53785)
H (0.17732, -4.56647, -0.04335)
C (-1.40115, 3.05653, -1.05048)
O (-0.63231, 2.21505, -0.61059)
N (-1.32793, 4.39938, -0.80339)
C (-2.27886, 5.33451, -1.36424)
C (-0.26519, 4.90401, 0.04648)
H (-2.24369, 2.78245, -1.70628)
H (-1.74239, 6.06128, -1.98181)
H (-2.79016, 5.85436, -0.54933)
H (-3.01746, 4.81852, -1.97863)
H (0.69942, 4.63882, -0.39442)
H (-0.33998, 4.43614, 1.03187)
H (-0.33577, 5.98772, 0.14973)
C (-5.15296, 2.69662, -3.23864)
O (-4.08237, 2.82124, -2.67482)
N (-5.49509, 3.29210, -4.41652)
C (-6.79292, 3.09559, -5.02862)
C (-4.52924, 4.14882, -5.07644)
H (-5.95611, 2.06819, -2.82171)
H (-6.65635, 2.65597, -6.02014)
H (-7.29224, 4.06336, -5.12379)
H (-7.41304, 2.43122, -4.42532)
H (-3.62901, 3.57014, -5.29772)
H (-4.26127, 4.96958, -4.40662)
H (-4.94342, 4.55100, -6.00174)


Entry 2:
This record from the Open Molecules 2025 dataset describes the molecule C20H26N4O3. The level of theory is the ωB97M-V functional and the def2-TZVPD basis.

## Properties
Energy above the lowest of the compared OMol25 structures with the same formula, charge and spin ... 49.9 kcal/mol
Energy ... -1222.48003 a.u.
Max |F| ... 0.823 eV Å⁻¹
SMILES string ... COCCC(=O)N1CCC(n2nccc2NC(=O)c2ccccc2C)CC1
HOMO-LUMO gap ... 9.19 eV

CARTESIAN COORDINATES (ANGSTROEM)
C (-0.90217, -2.50659, 0.18990)
O (-1.82685, -2.99696, 1.12387)
C (-3.17027, -2.69940, 0.82013)
C (-3.49682, -1.20698, 0.98964)
C (-3.26139, -0.43919, -0.30432)
O (-3.32869, -0.98847, -1.38811)
N (-3.02722, 0.89593, -0.21217)
C (-2.78619, 1.66877, 0.98305)
C (-1.29423, 2.00167, 1.08672)
C (-0.87366, 2.78020, -0.16712)
N (0.50136, 3.21278, -0.10373)
N (0.72659, 4.53086, -0.00198)
C (2.02907, 4.67910, 0.10776)
C (2.68620, 3.44399, 0.08221)
C (1.67013, 2.51873, -0.05340)
N (1.73094, 1.13802, -0.15759)
C (2.87260, 0.38491, -0.03515)
O (3.94215, 0.84239, 0.29607)
C (2.64204, -1.04900, -0.38731)
C (2.02129, -1.34596, -1.59764)
C (1.85223, -2.65735, -2.00130)
C (2.29827, -3.68375, -1.18697)
C (2.91365, -3.39294, 0.01799)
C (3.10450, -2.08178, 0.43512)
C (3.76476, -1.78584, 1.74422)
C (-1.22105, 1.99389, -1.43750)
C (-2.70880, 1.63588, -1.41874)
H (-0.84402, -1.41018, 0.21219)
H (-1.16101, -2.81376, -0.82893)
H (0.06792, -2.91821, 0.46227)
H (-3.41248, -3.00601, -0.20648)
H (-3.75415, -3.29346, 1.52580)
H (-2.89095, -0.82929, 1.81181)
H (-4.55157, -1.09475, 1.24736)
H (-3.35847, 2.60062, 0.90544)
H (-3.13042, 1.14181, 1.87001)
H (-0.72130, 1.07610, 1.17950)
H (-1.10518, 2.60782, 1.97348)
H (-1.43659, 3.72199, -0.18697)
H (2.45594, 5.65752, 0.19906)
H (3.73234, 3.24021, 0.15344)
H (0.87972, 0.65042, -0.39242)
H (1.70070, -0.54252, -2.24713)
H (1.37909, -2.87466, -2.94656)
H (2.17074, -4.71145, -1.49209)
H (3.26121, -4.19944, 0.64736)
H (3.04890, -1.34629, 2.43911)
H (4.56907, -1.06741, 1.60455)
H (4.16598, -2.69328, 2.18764)
H (-0.65108, 1.06536, -1.50523)
H (-0.99276, 2.59530, -2.31794)
H (-3.31705, 2.54528, -1.44695)
H (-2.96302, 1.00537, -2.27197)


Entry 3:
This record from the Open Molecules 2025 dataset describes a structure of composition C6H15N6O12Pb in a non-equilibrium geometry. The level of theory is the ωB97M-V functional and the def2-TZVPD basis.

## Properties
Charge ... -1
Energy above the lowest of the compared OMol25 structures with the same formula, charge and spin ... 320.2 kcal/mol
Energy ... -1661.74995 a.u.
Max |F| ... 9.950 eV Å⁻¹
HOMO-LUMO gap ... 2.02 eV

CARTESIAN COORDINATES (ANGSTROEM)
Pb (-33.20396, 2.47926, 1.45348)
O (-28.39774, 6.83116, 4.40071)
C (-29.46541, 6.12053, 3.93863)
O (-29.60966, 5.00150, 4.43130)
O (-30.15777, 6.44385, 2.96414)
H (-28.18555, 6.64736, 5.31876)
O (-30.19939, 2.37425, -5.85720)
C (-30.22785, 3.09565, -4.76168)
O (-30.67449, 2.71753, -3.69559)
O (-29.76415, 4.22061, -4.95335)
H (-29.67370, 3.06610, -6.26538)
O (-38.84750, 6.11721, -1.69358)
C (-37.64172, 5.63643, -1.34121)
O (-37.61795, 4.95812, -0.28304)
O (-36.54208, 5.95317, -1.89135)
H (-39.38226, 5.70550, -1.01082)
C (-36.62225, -3.12884, 0.08157)
O (-36.13046, -2.05518, 0.27486)
N (-37.06498, -3.87004, 1.13879)
N (-36.75251, -3.70841, -1.05430)
H (-37.04230, -3.41936, 2.04237)
H (-37.49096, -4.76763, 0.95717)
H (-37.15623, -4.63409, -1.06920)
H (-36.41118, -3.27984, -1.90278)
C (-28.71086, -2.73975, 1.53304)
O (-29.52120, -1.81604, 1.33623)
N (-28.43156, -3.68205, 0.62401)
N (-28.25187, -2.99045, 2.72185)
H (-28.73961, -3.46521, -0.31312)
H (-27.84585, -4.49701, 0.73744)
H (-28.84848, -2.74240, 3.49814)
H (-27.61513, -3.76515, 2.84226)
C (-37.31318, 1.21394, 6.44180)
O (-36.28552, 1.54482, 5.88094)
N (-38.44438, 1.27940, 5.97090)
N (-37.30291, 0.79622, 7.65508)
H (-39.23467, 0.92272, 6.48891)
H (-38.59529, 1.80648, 5.12266)
H (-36.39258, 0.84426, 8.08991)
H (-38.10746, 0.57055, 8.22243)


Entry 4:
This record from the Open Molecules 2025 dataset describes a structure of composition C26H16F3N14O2SV. The level of theory is the ωB97M-V functional and the def2-TZVPD basis.

## Properties
Charge ... -1
Energy above the lowest of the compared OMol25 structures with the same formula, charge and spin ... 14.4 kcal/mol
Energy ... -3559.47209 a.u.
Max |F| ... 0.777 eV Å⁻¹
HOMO-LUMO gap (spin up / spin down) ... 6.13 / 6.82 eV
Spin multiplicity ... 2

CARTESIAN COORDINATES (ANGSTROEM)
V (0.09473, -0.66855, -0.25682)
O (-3.04147, -3.16528, 0.85353)
C (-2.33379, -2.26481, 0.42772)
N (-0.98944, -2.24304, 0.34178)
C (-0.20791, -3.26039, 0.92452)
C (-0.55263, -4.13632, 1.94146)
C (0.41730, -5.01996, 2.40396)
C (1.69303, -5.03751, 1.85509)
C (2.03638, -4.16576, 0.82769)
C (1.07601, -3.27825, 0.37398)
N (1.17936, -2.30429, -0.62325)
C (1.93764, -2.43040, -1.72610)
O (2.76425, -3.28904, -1.98628)
C (1.52753, -1.40600, -2.75197)
C (2.15694, -1.32144, -3.97660)
C (1.66209, -0.42703, -4.90731)
C (0.54357, 0.32701, -4.58963)
C (-0.02169, 0.18539, -3.33634)
N (0.46558, -0.65961, -2.42469)
C (-2.94447, -1.01371, -0.12023)
C (-4.31331, -0.84633, -0.05336)
C (-4.85668, 0.33948, -0.50863)
C (-4.00039, 1.29640, -1.02065)
C (-2.64003, 1.04159, -1.05431)
N (-2.10021, -0.09933, -0.61222)
H (-1.54481, -4.12102, 2.36285)
H (0.17010, -5.70010, 3.20933)
H (2.43419, -5.73022, 2.23229)
H (3.02180, -4.16576, 0.38628)
H (3.01249, -1.95633, -4.15492)
H (2.13667, -0.32088, -5.87442)
H (0.11676, 1.03130, -5.28887)
H (-0.88644, 0.76203, -3.04543)
H (-4.89845, -1.64823, 0.37204)
H (-5.92306, 0.51823, -0.45541)
H (-4.36095, 2.24920, -1.38233)
H (-1.94290, 1.78376, -1.41823)
N (2.09249, -0.23707, 2.56530)
C (2.69347, -0.08393, 1.33868)
N (3.98777, 0.09631, 1.15744)
N (4.10719, 0.22788, -0.18123)
N (2.96597, 0.15146, -0.75741)
N (2.02009, -0.04977, 0.19823)
C (0.73819, -0.09774, 2.69151)
N (0.11701, 0.14670, 3.82669)
N (-1.18889, 0.21412, 3.47201)
N (-1.34061, 0.03386, 2.22070)
N (-0.10687, -0.17939, 1.66363)
H (2.65548, -0.08647, 3.38384)
F (0.30687, 6.26560, -1.13406)
C (-0.42065, 5.13081, -0.98766)
F (-0.28457, 4.44969, -2.12432)
F (-1.71626, 5.54433, -0.94114)
C (-0.04355, 4.41020, 0.27973)
C (-0.06562, 5.21762, 1.40946)
C (0.22249, 4.69253, 2.65300)
C (0.53613, 3.34286, 2.70093)
N (0.56758, 2.55934, 1.63679)
C (0.27318, 3.04179, 0.42293)
S (0.33159, 1.93443, -0.93028)
H (-0.31496, 6.26625, 1.30159)
H (0.20750, 5.29890, 3.54685)
H (0.77118, 2.85491, 3.64229)


Entry 5:
This record from the Open Molecules 2025 dataset describes a structure of composition C40H44MoN5O2PSSb2. The level of theory is the ωB97M-V functional and the def2-TZVPD basis.

## Properties
Charge ... +2
Energy above the lowest of the compared OMol25 structures with the same formula, charge and spin ... 0.0 kcal/mol
Energy ... -3262.69173 a.u.
Max |F| ... 0.657 eV Å⁻¹
HOMO-LUMO gap ... 6.55 eV

CARTESIAN COORDINATES (ANGSTROEM)
Mo (-0.66847, 0.58669, -0.48089)
N (-4.26954, -3.28744, 6.23869)
C (-4.00018, -2.83455, 4.98429)
C (-2.75473, -3.09694, 4.38170)
C (-2.47565, -2.62899, 3.11952)
C (-3.43439, -1.88775, 2.43270)
C (-4.66751, -1.61118, 3.01347)
C (-4.94752, -2.07757, 4.27754)
S (-3.10381, -1.32523, 0.83085)
O (-4.26033, -0.66168, 0.29940)
O (-2.47355, -2.36209, 0.05215)
N (-1.91133, -0.15801, 0.96649)
C (-2.28799, 1.08091, 1.47266)
N (-2.02760, 2.00859, 0.51047)
C (-2.17931, 3.29631, 0.82113)
C (-2.67529, 3.65716, 2.05726)
C (-2.93192, 2.62839, 2.95866)
N (-2.70875, 1.34003, 2.68805)
H (-3.67099, -3.97285, 6.66287)
H (-5.20627, -3.23193, 6.59681)
H (-2.02256, -3.69019, 4.91560)
H (-1.52071, -2.84507, 2.65529)
H (-5.40301, -1.04164, 2.46160)
H (-5.91032, -1.87331, 4.72827)
H (-1.93161, 4.02455, 0.05868)
H (-2.85195, 4.69071, 2.31238)
H (-3.31131, 2.84676, 3.95008)
C (-0.15336, 4.12483, -2.70053)
Sb (-0.58693, 2.04717, -2.82212)
C (-2.37229, 2.00350, -3.97022)
C (0.93097, 1.41452, -4.20943)
C (0.43504, 0.35658, -5.15133)
C (-0.06263, 0.75195, -6.39419)
C (-0.54145, -0.16934, -7.30828)
C (-0.52069, -1.52046, -6.99019)
C (-0.02082, -1.92654, -5.76590)
C (0.45776, -1.00904, -4.82883)
C (0.97674, -1.52304, -3.51861)
Sb (-0.53116, -1.66554, -1.97085)
C (-2.25949, -2.14821, -3.09003)
C (0.12051, -3.46562, -1.06388)
H (-0.13326, 4.53760, -3.70797)
H (0.82120, 4.26624, -2.23532)
H (-0.91084, 4.64817, -2.11958)
H (-2.14007, 1.61708, -4.96141)
H (-2.76760, 3.01437, -4.04957)
H (-3.11103, 1.36219, -3.49493)
H (1.77685, 1.09060, -3.60425)
H (1.22983, 2.31189, -4.75055)
H (-0.05434, 1.80526, -6.65303)
H (-0.91442, 0.16200, -8.26788)
H (-0.87873, -2.25458, -7.69919)
H (0.01317, -2.98419, -5.52850)
H (1.78919, -0.91594, -3.11886)
H (1.34918, -2.54226, -3.63148)
H (-2.26383, -3.21873, -3.28689)
H (-2.23995, -1.60300, -4.03190)
H (-3.13683, -1.88934, -2.50338)
H (0.22444, -4.22470, -1.83769)
H (-0.62240, -3.76726, -0.33263)
H (1.08216, -3.31009, -0.57629)
N (1.00154, 0.60684, 0.01124)
P (2.21247, 0.53516, 1.11775)
C (3.70226, 0.08269, 0.24616)
C (4.92091, 0.68745, 0.54333)
C (6.06130, 0.30236, -0.14573)
C (5.98593, -0.67373, -1.12845)
C (4.76830, -1.27250, -1.43326)
C (3.62686, -0.89529, -0.74910)
C (1.77887, -0.67682, 2.35417)
C (2.20098, -1.99906, 2.22701)
C (1.78180, -2.94328, 3.15053)
C (0.94401, -2.56703, 4.19151)
C (0.50796, -1.25336, 4.31066)
C (0.92505, -0.30301, 3.39438)
C (2.36163, 2.13888, 1.88925)
C (1.73822, 3.25691, 1.34177)
C (1.88809, 4.49251, 1.95148)
C (2.65867, 4.61184, 3.10043)
C (3.27940, 3.49620, 3.64937)
C (3.13086, 2.25727, 3.04870)
H (4.98529, 1.46226, 1.29592)
H (7.00865, 0.77163, 0.08159)
H (6.87884, -0.96729, -1.66385)
H (4.71229, -2.02939, -2.20426)
H (2.67312, -1.35117, -0.98996)
H (2.88323, -2.28593, 1.43648)
H (2.12356, -3.96639, 3.06791)
H (0.63220, -3.30135, 4.92231)
H (-0.15038, -0.96948, 5.12049)
H (0.59489, 0.72420, 3.49343)
H (1.14500, 3.15817, 0.44063)
H (1.40963, 5.36630, 1.52928)
H (2.77631, 5.57839, 3.57183)
H (3.87450, 3.59158, 4.54726)
H (3.59945, 1.38469, 3.48970)


Entry 6:
This record from the Open Molecules 2025 dataset describes a structure of composition C23H21BBeF4N3O2. The level of theory is the ωB97M-V functional and the def2-TZVPD basis.

## Properties
Charge ... -1
Energy above the lowest of the compared OMol25 structures with the same formula, charge and spin ... 0.0 kcal/mol
Energy ... -1643.42309 a.u.
Max |F| ... 0.212 eV Å⁻¹
HOMO-LUMO gap ... 8.35 eV

CARTESIAN COORDINATES (ANGSTROEM)
Be (0.23600, 0.07038, 0.71315)
C (-2.93828, -1.79478, -0.87357)
C (-1.69871, -2.55746, -1.25036)
C (-1.70973, -3.42736, -2.33422)
C (-0.58373, -4.16547, -2.66169)
C (0.56133, -4.04205, -1.89234)
C (0.60941, -3.17773, -0.80286)
C (1.85491, -3.07827, 0.03351)
C (-0.52553, -2.42240, -0.49596)
N (-0.50431, -1.48060, 0.57038)
C (-1.19453, -1.82867, 1.68394)
O (-1.76251, -2.88068, 1.94317)
C (-1.32525, -0.62191, 2.60476)
C (-2.18064, -0.38723, 3.66454)
C (-2.34312, 0.93730, 4.06760)
C (-1.75008, 1.99250, 3.37699)
C (-0.90629, 1.66564, 2.33134)
N (-0.66647, 0.39374, 2.08222)
C (-0.35117, 2.52025, 1.19871)
O (-0.46285, 3.73893, 1.22005)
N (0.10413, 1.71087, 0.21333)
C (0.67847, 2.29095, -0.94508)
C (0.11628, 1.96132, -2.18447)
C (-1.08018, 1.05296, -2.25072)
C (0.68414, 2.47012, -3.34576)
C (1.80112, 3.28798, -3.28796)
C (2.36162, 3.59040, -2.05784)
C (1.82122, 3.09907, -0.87339)
C (2.47329, 3.41652, 0.44168)
H (-3.67512, -1.83199, -1.67664)
H (-2.70878, -0.74992, -0.65893)
H (-3.38322, -2.22221, 0.02780)
H (-2.61514, -3.52529, -2.92285)
H (-0.60179, -4.84176, -3.50778)
H (1.43940, -4.63225, -2.12977)
H (2.49623, -3.94290, -0.13938)
H (1.61492, -3.02074, 1.09463)
H (2.42358, -2.17848, -0.20362)
H (-2.73449, -1.19770, 4.11573)
H (-3.00712, 1.15727, 4.89465)
H (-1.96674, 3.02550, 3.60747)
H (-1.87756, 1.40574, -1.59469)
H (-0.83113, 0.03624, -1.93317)
H (-1.46374, 0.99575, -3.26998)
H (0.24361, 2.21592, -4.30342)
H (2.24000, 3.67753, -4.19846)
H (3.24831, 4.21236, -2.00606)
H (3.48231, 3.79788, 0.28253)
H (2.53330, 2.53254, 1.07688)
H (1.89425, 4.16318, 0.98621)
F (1.71386, -1.32967, 2.96638)
B (2.42022, -0.29340, 2.38699)
F (1.84791, -0.12542, 0.98664)
F (3.75074, -0.57396, 2.20425)
F (2.19765, 0.91150, 3.02544)